No. 1
99
Properties=species:S:1:pos:R:3:mulliken_charge:R:1 method="wB97M-V/def2-TZVPD" de_lowest_ev=3.5494 orbital_gap_ev=1.55 e_lumo_ev=2.6 multiplicity=1 charge=-2 homo_ev=1.05
C -2.8523 0.3886 -1.2883 -1.189
C -2.1441 -0.9626 -0.9104 -0.443
N -0.7539 -0.7527 -0.5780 0.380
C 0.1682 -0.1080 -1.4398 -0.549
C 1.4387 -0.0376 -0.7846 -0.307
N 1.2099 -0.7442 0.4081 0.317
C -0.1441 -1.0100 0.5890 -0.536
C 2.3009 -1.0155 1.3050 -0.929
H -2.9342 1.0870 -0.4554 0.323
H -3.8820 0.2668 -1.6246 0.383
H -2.4527 0.9028 -2.1624 0.347
H -2.1540 -1.6149 -1.7836 0.274
H -2.6304 -1.5152 -0.1065 0.350
H -0.0793 0.2228 -2.4376 0.378
H 2.3737 0.3769 -1.1316 0.404
H -0.6295 -1.4763 1.4335 0.287
H 2.1597 -0.3697 2.1717 0.373
H 3.2489 -0.6997 0.8696 0.272
H 2.2044 -2.0826 1.5053 0.355
C 2.7166 2.9325 -9.5177 -1.037
C 2.6054 2.3551 -8.1869 -0.311
O 2.3415 1.0345 -8.2215 -0.916
H 2.5721 3.9977 -9.3368 0.328
H 1.8123 2.7686 -10.1037 0.276
H 3.5706 2.8822 -10.1932 0.318
H 1.7298 2.7623 -7.6812 0.114
H 3.4206 2.6302 -7.5176 0.229
C -1.1634 -6.2221 5.2036 0.657
O -2.1144 -5.7693 4.6080 -0.661
O -1.1377 -7.4729 5.2531 -0.682
O -0.0231 -5.7164 5.2454 -0.689
Cl -3.8033 -1.0000 9.7545 -0.212
C -4.2499 -1.0805 8.0507 -0.581
C -3.5063 -0.1395 7.0045 -0.350
Cl -4.4830 -0.1272 5.5546 -0.217
H -5.3215 -0.8820 8.0280 0.311
H -4.2686 -2.1243 7.7373 0.388
H -2.4736 -0.4327 6.8156 0.336
H -3.5472 0.8747 7.4018 0.265
Cl -2.9187 8.5288 -4.5190 -0.176
C -4.1425 7.5810 -5.4574 -0.433
C -5.5211 7.8403 -5.0102 -0.404
Cl -5.7800 7.3341 -3.3659 -0.180
H -3.8290 6.5519 -5.6330 0.369
H -4.1555 8.0130 -6.4580 0.253
H -6.2336 7.2174 -5.5509 0.274
H -5.7214 8.9031 -5.1461 0.292
Cl 3.3770 1.0692 8.5246 -0.200
C 4.9092 0.1006 8.6635 -0.464
C 4.6894 -1.3846 9.2332 -0.420
Cl 6.3227 -2.1666 9.3086 -0.203
H 5.5560 0.5338 9.4265 0.298
H 5.4324 0.0531 7.7085 0.333
H 4.1075 -1.8401 8.4319 0.314
H 4.3191 -1.6320 10.2280 0.329
Cl -4.6603 -0.1546 -8.2347 -0.187
C -3.5579 0.5459 -9.4422 -0.476
C -4.2223 1.0925 -10.6782 -0.395
Cl -5.0571 2.7046 -10.1971 -0.219
H -2.7519 -0.1391 -9.7053 0.340
H -3.0509 1.3787 -8.9550 0.322
H -4.9078 0.3992 -11.1655 0.333
H -3.4314 1.4257 -11.3502 0.281
C 7.9254 -6.2549 4.2113 0.078
O 6.9826 -6.8361 4.7475 -0.579
N 9.0164 -6.7438 3.6653 0.089
C 10.0546 -5.8225 3.1615 -1.056
C 9.2461 -8.1714 3.4108 -0.912
H 8.0103 -5.1694 4.3749 0.324
H 9.6434 -4.9521 2.6502 0.395
H 10.7549 -6.1940 2.4134 0.363
H 10.7291 -5.4383 3.9267 0.321
H 10.2732 -8.4029 3.6927 0.336
H 8.4973 -8.7730 3.9260 0.328
H 9.1789 -8.5487 2.3904 0.313
C 4.7351 6.3896 1.6251 0.185
O 4.7449 5.1322 1.5317 -0.608
N 3.6407 7.0942 1.3738 0.157
C 3.7402 8.4962 1.0705 -0.894
C 2.3253 6.5346 1.2644 -1.049
H 5.6486 7.0033 1.6581 0.230
H 3.4471 8.7025 0.0411 0.360
H 4.7668 8.8627 1.0678 0.262
H 3.0845 9.1567 1.6379 0.317
H 1.8726 6.8505 0.3246 0.348
H 2.3526 5.4459 1.2184 0.360
H 1.7529 6.6326 2.1869 0.302
C -7.7121 -4.8904 0.3455 0.236
O -7.1330 -5.9749 0.2261 -0.582
N -8.2736 -4.3402 -0.8191 0.077
C -9.0271 -3.0812 -0.7852 -0.804
C -8.1949 -4.9429 -2.1771 -0.909
H -7.8160 -4.2427 1.2297 0.251
H -10.0745 -3.2470 -1.0374 0.303
H -8.7118 -2.2953 -1.4714 0.283
H -8.9487 -2.7819 0.2600 0.231
H -7.6504 -4.2650 -2.8345 0.315
H -7.5650 -5.8322 -2.1573 0.289
H -9.2129 -5.1827 -2.4842 0.305

---

No. 2
14
Properties=species:S:1:pos:R:3:mulliken_charge:R:1 method="wB97M-V/def2-TZVPD" de_lowest_ev=0.3738 orbital_gap_ev=8.85 e_lumo_ev=-4.7 multiplicity=1 charge=+1 homo_ev=-13.50
C -0.5514 0.5784 -1.3244 0.334
C 0.7180 0.0770 -1.5722 -0.668
C 1.6611 -0.6239 -0.8264 0.187
N 1.7896 -0.6917 0.5023 -0.272
N -1.2376 0.8224 -0.2821 -0.192
I -1.8420 -0.0725 3.3978 -0.039
H -0.9932 0.9993 -2.2775 0.271
H -1.5607 0.0182 4.9513 0.160
H 1.1412 0.2452 -2.5076 0.288
H 2.5539 -0.8048 -1.4045 0.318
H 2.4836 -1.3129 0.9589 0.258
H 1.1508 -0.2432 1.0799 0.129
H -2.0076 1.4527 -0.3699 0.263
H -1.0872 0.6713 0.7240 -0.039

---

No. 3
12
Properties=species:S:1:pos:R:3:mulliken_charge:R:1 method="wB97M-V/def2-TZVPD" de_lowest_ev=3.8971 orbital_gap_ev=10.09 e_lumo_ev=0.9 smiles="O=NN1CCC1" multiplicity=1 charge=0 homo_ev=-9.18
O -2.7306 -0.2587 0.1112 -0.453
N -1.9981 0.7298 -0.0360 -0.311
N -0.7545 0.3899 -0.1796 0.608
C -0.1825 -0.9333 -0.1390 -0.528
C 1.1936 -0.3067 0.1125 -0.322
C 0.5110 1.0905 -0.0098 -0.475
H -0.5726 -1.5331 0.6786 0.252
H -0.3797 -1.5081 -1.0812 0.259
H 1.5261 -0.5240 1.1577 0.196
H 1.9966 -0.5532 -0.5962 0.256
H 0.7587 1.6742 -0.8903 0.256
H 0.6319 1.7326 0.8722 0.262

---

No. 4
20
Properties=species:S:1:pos:R:3:mulliken_charge:R:1 method="wB97M-V/def2-TZVPD" de_lowest_ev=2.4231 orbital_gap_ev=10.20 e_lumo_ev=1.0 smiles="CC[C@@H](C=O)NCN" multiplicity=1 charge=0 homo_ev=-9.24
C -2.1091 0.0548 1.3966 -0.991
C -0.6546 0.4015 1.8082 -0.740
C 0.1767 0.6169 0.4818 0.311
C 1.6340 0.9711 0.4639 -0.315
O 2.0691 1.7998 -0.2951 -0.485
N 0.2294 -0.7202 -0.1275 -0.403
C -0.0232 -0.6773 -1.5851 -0.337
N -0.5525 -1.9181 -2.0601 -0.514
H -2.2473 -1.0245 1.2260 0.310
H -2.3371 0.6927 0.5283 0.247
H -2.7532 0.2585 2.2524 0.364
H -0.2287 -0.2753 2.5426 0.390
H -0.6768 1.3604 2.3490 0.401
H -0.4715 1.3041 -0.0883 0.239
H 2.3177 0.2235 0.9393 0.322
H -0.3925 -1.4088 0.2668 0.277
H 0.8506 -0.3720 -2.2013 0.226
H -0.7044 0.1224 -1.8645 0.301
H -0.1001 -2.7431 -1.6996 0.211
H -1.5175 -2.0633 -2.2845 0.185

---

No. 5
22
Properties=species:S:1:pos:R:3:mulliken_charge:R:1 method="wB97M-V/def2-TZVPD" de_lowest_ev=3.2181 orbital_gap_ev="2.08 / 7.54" e_lumo_ev="3.6 / 3.6" multiplicity=2 charge=-1 homo_ev="1.54 / -3.92"
C 2.2829 -1.2628 1.4192 -1.168
C 0.8532 -0.6240 0.8875 -0.338
C 1.0398 0.4475 -0.1403 -1.834
C -0.1450 0.8090 -0.5362 1.332
N -0.4276 1.9427 -1.2885 -0.542
C -1.8542 2.0560 -1.6308 -1.430
N 2.7766 -2.1431 0.4916 -0.445
H 2.8292 -0.4974 1.7395 0.521
H 2.0128 -1.6395 2.4331 0.313
H 0.3326 -1.5279 0.5108 0.357
H 0.3250 -0.4043 1.7545 0.293
H 2.0700 0.8795 -0.4101 0.085
H -1.1449 0.4737 0.0116 -0.645
H 0.1821 2.3962 -1.9890 0.862
H -2.1084 1.4000 -2.5158 0.084
H -2.4700 1.6977 -0.8283 0.326
H -2.1184 3.1468 -1.7993 0.848
H 2.9787 -1.9394 -0.4580 0.306
H 2.6812 -3.0967 0.7982 0.205
H -3.0889 -0.1209 1.0104 0.344
H -3.3942 -1.0787 -0.1969 0.343
O -3.6123 -0.9146 0.7367 -0.816

---

No. 6
21
Properties=species:S:1:pos:R:3:mulliken_charge:R:1 method="wB97M-V/def2-TZVPD" de_lowest_ev=4.0990 orbital_gap_ev=9.33 e_lumo_ev=0.9 smiles="C/C=C(/C)N.COO" multiplicity=1 charge=0 homo_ev=-8.40
C 2.1080 2.1347 0.9161 -1.294
C 1.8879 1.1539 -0.1976 -0.108
C 1.2695 -0.0176 -0.0654 0.656
C 1.0510 -0.9745 -1.1974 -1.283
N 0.6820 -0.4373 1.1429 -0.602
H 2.8088 2.9052 0.6071 0.334
H 1.1734 2.6203 1.2008 0.283
H 2.5141 1.6462 1.8042 0.354
H 2.2437 1.4424 -1.1734 0.319
H 1.6024 -1.9002 -1.0262 0.321
H 1.3818 -0.5429 -2.1367 0.338
H -0.0074 -1.2218 -1.2694 0.247
H 1.0355 0.0462 1.9571 0.180
H 0.6931 -1.4415 1.2638 0.261
C -3.5193 -1.0063 -0.7400 -0.513
O -2.2464 -1.1466 -0.1753 -0.187
O -2.0715 -0.1420 0.8264 -0.425
H -4.3027 -1.1302 0.0134 0.207
H -3.6326 -0.0323 -1.2262 0.246
H -3.5810 -1.8040 -1.4787 0.230
H -1.0904 -0.1516 0.9545 0.433

---

No. 7
55
Properties=species:S:1:pos:R:3:mulliken_charge:R:1 method="wB97M-V/def2-TZVPD" de_lowest_ev=2.0539 orbital_gap_ev=9.22 e_lumo_ev=0.8 smiles="CCOC(=O)[C@]1(Cc2ccccc2)CCCN(Cc2cnn(CC)c2)C1" multiplicity=1 charge=0 homo_ev=-8.39
C -5.2420 -1.4310 0.9148 -1.114
C -4.0433 -2.3623 0.8086 -0.274
O -3.0772 -1.8965 -0.1341 -0.206
C -2.2143 -0.9667 0.2955 -0.700
O -2.2593 -0.4824 1.3941 -0.594
C -1.2043 -0.5839 -0.7816 3.007
C -1.8524 0.5039 -1.6748 -1.860
C -2.3771 1.6748 -0.8948 0.262
C -3.7007 1.7004 -0.4754 -0.256
C -4.1860 2.7554 0.2755 -0.786
C -3.3523 3.8076 0.6122 -0.524
C -2.0370 3.8032 0.1818 -0.715
C -1.5543 2.7457 -0.5684 -0.067
C -0.8195 -1.7847 -1.6538 -1.544
C -0.0480 -2.8151 -0.8370 -0.815
C 1.1562 -2.1566 -0.1718 -0.706
N 0.6900 -1.0882 0.6844 0.524
C 1.6992 -0.5785 1.6011 -1.457
C 2.8511 0.1031 0.9301 1.070
C 2.9456 1.4490 0.5335 -0.623
N 4.0799 1.6835 -0.0975 -1.065
N 4.7287 0.5243 -0.1328 0.850
C 6.0454 0.4384 -0.7028 -0.548
C 7.1249 0.5238 0.3740 -1.071
C 4.0285 -0.4553 0.4751 -0.840
C 0.0489 -0.0424 -0.0846 -2.273
H -4.9253 -0.4657 1.3018 0.268
H -5.9743 -1.8600 1.5932 0.430
H -5.7031 -1.2943 -0.0609 0.278
H -4.3421 -3.3468 0.4408 0.387
H -3.5596 -2.4591 1.7862 0.324
H -1.0986 0.8430 -2.3897 0.630
H -2.6691 0.0383 -2.2316 0.464
H -4.3579 0.8869 -0.7469 0.481
H -5.2173 2.7571 0.5980 0.399
H -3.7280 4.6307 1.2021 0.388
H -1.3838 4.6270 0.4308 0.393
H -0.5290 2.7555 -0.9095 0.437
H -0.1877 -1.4274 -2.4719 0.519
H -1.7134 -2.2363 -2.0852 0.443
H 0.2833 -3.6326 -1.4803 0.512
H -0.6954 -3.2264 -0.0616 0.285
H 1.8532 -1.7912 -0.9505 0.322
H 1.6874 -2.8867 0.4442 0.474
H 1.1965 0.1216 2.2738 0.426
H 2.0624 -1.4256 2.1906 0.495
H 2.2385 2.2393 0.6913 0.627
H 6.1331 -0.5032 -1.2532 0.315
H 6.1455 1.2734 -1.3995 0.305
H 8.1101 0.4779 -0.0818 0.378
H 7.0265 -0.2985 1.0792 0.305
H 7.0324 1.4603 0.9179 0.319
H 4.4030 -1.4575 0.5431 0.485
H 0.7267 0.3815 -0.8484 0.487
H -0.2447 0.7495 0.6065 0.750

---

No. 8
80
Properties=species:S:1:pos:R:3:mulliken_charge:R:1 method="wB97M-V/def2-TZVPD" orbital_gap_ev=8.13 e_lumo_ev=0.2 smiles="NCC[PH](CN)(COO)P(O)(O)=S.COC[C@@H](C)N.COC[C@@H](C)N.COC[C@@H](C)N" multiplicity=1 charge=0 homo_ev=-7.97
N -2.8858 -4.5106 0.3229 -0.688
C -2.3916 -3.1740 0.6931 -0.923
C -2.5020 -2.1517 -0.4534 -0.736
P -0.9138 -1.3326 -0.8790 0.761
C -0.8733 -0.4327 -2.5239 -0.916
N -2.1898 -0.3927 -3.1868 -0.564
C -0.1988 -2.9706 -1.5947 -1.026
O 1.2192 -2.9605 -1.4713 -0.283
O 1.7722 -2.3792 -2.6407 -0.339
P -1.5339 0.5956 0.2360 0.595
O -2.5539 1.5502 -0.5975 -0.569
O -0.1960 1.4777 0.2535 -0.489
S -2.1690 0.2754 2.0519 -0.389
H -3.4345 -4.4705 -0.5258 0.235
H -2.1069 -5.1188 0.1151 0.344
H -1.3480 -3.2810 0.9394 0.499
H -2.9309 -2.8191 1.5493 0.350
H -3.2427 -1.4036 -0.2141 0.562
H -2.8327 -2.6106 -1.3746 0.375
H 0.1920 -1.3173 0.0138 -0.076
H -0.5473 0.5846 -2.3771 0.386
H -0.1928 -0.9246 -3.1942 0.599
H -2.9545 -0.3936 -2.5228 0.273
H -2.2982 -1.2403 -3.7328 0.281
H -0.5157 -3.8512 -1.0533 0.287
H -0.4620 -3.1212 -2.6341 0.497
H 1.9238 -3.1349 -3.2274 0.326
H -3.4717 1.2592 -0.4612 0.390
H -0.1994 1.9585 1.1010 0.209
C 2.9397 0.7905 0.7520 -0.022
O 2.7599 0.9473 2.1491 -0.317
C 3.9439 1.1008 2.9032 -0.716
C 4.5055 2.5285 2.9318 0.126
C 5.2147 2.9441 1.6471 -1.457
N 3.4712 3.5196 3.2442 -0.541
H 3.8516 0.2325 0.5205 0.342
H 2.9598 1.7576 0.2442 0.180
H 2.0847 0.2368 0.3721 -0.309
H 3.6724 0.8232 3.9252 0.334
H 4.7054 0.3850 2.5669 0.400
H 5.2453 2.5588 3.7368 0.397
H 4.5100 3.1838 0.8516 0.294
H 5.8145 3.8363 1.8229 0.350
H 5.8789 2.1549 1.2900 0.361
H 3.0730 3.3103 4.1568 0.237
H 2.7003 3.3678 2.5970 0.209
C 0.0663 8.0885 5.2114 -0.646
O 0.4793 6.8074 4.7789 -0.402
C 0.5670 6.6398 3.3777 -0.525
C 1.8711 7.1473 2.7439 0.431
C 1.9368 8.6658 2.6051 -1.501
N 3.0583 6.6742 3.4567 -0.617
H -0.6611 8.5292 4.5234 0.302
H 0.9157 8.7661 5.3280 0.228
H -0.4053 7.9694 6.1867 0.260
H 0.5110 5.5598 3.2149 0.178
H -0.3113 7.0840 2.8889 0.432
H 1.9066 6.7270 1.7333 0.387
H 2.1570 9.1511 3.5554 0.285
H 2.7312 8.9428 1.9129 0.372
H 0.9984 9.0730 2.2212 0.348
H 3.0718 5.6507 3.4453 0.275
H 2.9391 6.9184 4.4368 0.352
C -1.1055 -7.0321 -5.1153 -0.655
O -2.0773 -6.0052 -5.2019 -0.353
C -3.4230 -6.4328 -5.1145 -0.697
C -3.9376 -6.6365 -3.6835 0.195
C -3.4405 -7.9158 -3.0186 -1.484
N -3.6144 -5.4956 -2.8213 -0.415
H -1.4562 -7.9561 -5.5825 0.311
H -0.8224 -7.2312 -4.0789 0.228
H -0.2183 -6.6892 -5.6469 0.260
H -4.0090 -5.6327 -5.5744 0.336
H -3.5770 -7.3335 -5.7222 0.417
H -5.0270 -6.7051 -3.7480 0.434
H -2.4058 -7.8287 -2.6879 0.281
H -4.0405 -8.1370 -2.1370 0.354
H -3.5124 -8.7672 -3.6974 0.375
H -4.0437 -4.6577 -3.2062 0.246
H -2.6145 -5.3261 -2.9069 0.167

---

No. 9
47
Properties=species:S:1:pos:R:3:mulliken_charge:R:1 method="wB97M-V/def2-TZVPD" de_lowest_ev=0.4220 orbital_gap_ev=8.34 e_lumo_ev=0.4 smiles="O=C(CSc1nc2ccccc2c(=O)[nH]1)N1CCN(c2ccccc2F)CC1" multiplicity=1 charge=0 homo_ev=-7.95
O 2.0219 3.6451 1.6476 -0.688
C 1.2160 3.0234 0.9801 0.827
C -0.1945 2.8279 1.5096 -0.575
S -1.5543 3.3551 0.4224 -0.265
C -2.4394 1.8413 0.2709 0.396
N -1.9878 0.7773 0.8252 -0.312
C -2.6916 -0.3897 0.6635 0.177
C -2.2112 -1.5562 1.2640 -0.313
C -2.8949 -2.7395 1.1015 -0.401
C -4.0651 -2.7896 0.3460 -0.706
C -4.5536 -1.6472 -0.2470 -0.535
C -3.8757 -0.4369 -0.0954 0.161
C -4.3834 0.7837 -0.7149 0.282
O -5.3848 0.8973 -1.3834 -0.677
N -3.5779 1.9000 -0.4666 -0.117
N 1.5444 2.4527 -0.1971 0.157
C 0.6606 1.6760 -1.0453 0.419
C 1.5067 0.7370 -1.9167 -1.501
N 2.5391 0.1181 -1.1254 0.191
C 2.3768 -1.0892 -0.4811 0.328
C 3.4901 -1.7044 0.1145 -0.462
C 3.4042 -2.9214 0.7580 -0.765
C 2.2000 -3.6005 0.8285 -0.488
C 1.0859 -3.0358 0.2369 -0.526
C 1.1782 -1.8120 -0.3937 0.722
F 0.0165 -1.3327 -0.9274 -0.374
C 3.5118 1.0777 -0.6259 -0.861
C 2.9236 2.4979 -0.6345 -1.250
H -0.2751 3.4105 2.4274 0.470
H -0.3959 1.7725 1.7133 0.280
H -1.3031 -1.5044 1.8440 0.483
H -2.5222 -3.6409 1.5663 0.449
H -4.5876 -3.7267 0.2280 0.407
H -5.4585 -1.6556 -0.8355 0.470
H -3.8772 2.7815 -0.8672 0.240
H -0.0107 1.0737 -0.4298 -0.141
H 0.0609 2.3361 -1.6843 0.251
H 1.9937 1.2959 -2.7222 0.386
H 0.8721 -0.0118 -2.3838 0.479
H 4.4498 -1.2181 0.0471 0.444
H 4.2922 -3.3471 1.2003 0.378
H 2.1284 -4.5530 1.3280 0.398
H 0.1233 -3.5227 0.2597 0.464
H 4.4221 1.0593 -1.2399 0.301
H 3.7778 0.8168 0.4016 0.613
H 3.4720 3.1324 0.0634 0.447
H 2.9763 2.9465 -1.6306 0.336

---

No. 10
48
Properties=species:S:1:pos:R:3:mulliken_charge:R:1 method="wB97M-V/def2-TZVPD" orbital_gap_ev=9.49 e_lumo_ev=-0.1 smiles="ClC(Cl)(Cl)Cl.ClC(Cl)(Cl)Cl.ClC(Cl)(Cl)Cl.ClC(Cl)(Cl)Cl.CN(C)C=O.ClCCCl.ClCCCl" multiplicity=1 charge=0 homo_ev=-9.55
Cl 5.4270 3.7126 -1.4482 -0.097
C 4.4805 3.7738 0.0401 0.281
Cl 3.5648 5.3053 0.0739 -0.105
Cl 3.3534 2.3919 0.1225 0.014
Cl 5.5580 3.7045 1.4475 -0.098
Cl -1.6585 -4.2122 -4.6560 -0.100
C -0.1773 -3.7078 -3.8663 0.260
Cl -0.4760 -2.1733 -3.0237 0.039
Cl 0.3948 -4.8975 -2.7254 -0.048
Cl 1.0610 -3.4176 -5.1257 -0.108
Cl -5.0344 1.2762 -0.6411 -0.098
C -5.4543 -0.4474 -0.9132 0.311
Cl -4.1228 -1.2681 -1.7190 -0.042
Cl -5.7145 -1.2177 0.6286 -0.078
Cl -6.8960 -0.4903 -1.9459 -0.105
Cl 0.3293 -5.2461 0.8252 -0.102
C -0.2865 -3.5756 0.9991 0.196
Cl -1.7106 -3.4300 -0.0412 -0.019
Cl -0.6640 -3.2445 2.6914 -0.072
Cl 1.0144 -2.4954 0.4834 -0.034
C -0.5945 0.4648 -0.8234 -0.437
N -0.9090 0.5696 0.5929 0.388
C -0.0039 1.3227 1.4310 -0.974
C -1.8515 -0.2243 1.1404 0.111
O -2.1003 -0.3341 2.3235 -0.747
H 0.1763 -0.3028 -0.9559 -0.106
H -0.1218 1.3755 -1.1879 0.292
H -1.4935 0.1814 -1.3637 0.264
H -0.0954 2.3951 1.2325 0.362
H -0.2102 1.1920 2.4893 0.341
H 1.0275 1.0283 1.2255 0.162
H -2.4155 -0.7452 0.3602 0.262
Cl 2.7049 -0.3536 -2.4473 -0.109
C 4.3920 -0.3875 -1.8841 -0.201
C 5.2971 -1.1329 -2.8488 -0.465
Cl 5.6066 -0.2152 -4.3182 -0.188
H 4.4246 -0.9211 -0.9318 0.278
H 4.6944 0.6323 -1.6689 0.069
H 4.9091 -2.1026 -3.1466 0.331
H 6.2250 -1.3093 -2.3008 0.311
Cl -4.1860 3.5186 2.9552 -0.222
C -2.9612 2.2511 3.2367 0.316
C -2.6872 2.1251 4.7250 -0.409
Cl -1.6310 3.4690 5.2708 -0.205
H -2.0651 2.4948 2.6705 -0.095
H -3.3113 1.3172 2.7981 0.007
H -2.1887 1.1827 4.9418 0.259
H -3.6195 2.1675 5.2780 0.408

---

Here are the calculated strongest force on any atom numbers, same order: 6.07, 3.91, 1.60, 3.06, 6.24, 0.91, 0.82, 1.20, 0.74, 0.89 (eV/Å).
Here are the calculated E numbers, same order: -5504.0957, -526.0322, -302.5499, -382.4135, -383.4874, -403.4260, -1132.3730, -2520.1998, -1641.1426, -9761.9336 (Ha).